--- a ---
Molecular formula: C2H2N2OS
Method: DFT, wB97M-V/def2-TZVPD

Geometry (Å):
H1 -0.668 -1.333 -0.529
N1 0.131 -1.284 -1.192
C1 0.930 -0.351 -0.993
O1 1.014 0.679 -0.085
N2 0.021 1.247 0.757
C2 -0.981 0.910 1.367
S1 -2.260 0.529 2.166
H2 1.813 -0.397 -1.491

Computed properties:
- HOMO-LUMO gap (eV) = 8.97
- HOMO level (eV) = -9.71
- SMILES string = [H]/N=C\ON=C=S

=====

--- b ---
Molecular formula: C2H2N2OS
Method: DFT, wB97M-V/def2-TZVPD

Geometry (Å):
C1 0.305 0.486 -1.205
N1 -1.006 0.453 -1.312
O1 -1.352 -0.384 -0.197
C2 -0.981 -0.154 1.049
N2 0.226 0.009 1.456
S1 1.331 -0.206 0.102
H1 0.766 1.213 -1.938
H2 -1.717 -0.057 1.798

Computed properties:
- HOMO-LUMO gap (eV) = 9.52
- HOMO level (eV) = -9.38
- SMILES string = C1=NOC=NS1

=====

The structure with the greatest stability is b.

=====

--- a ---
Molecular formula: C2H2N2OS
Method: DFT, wB97M-V/def2-TZVPD

Geometry (Å):
C1 0.850 0.762 0.250
C2 -1.653 0.312 -0.526
N1 1.010 -0.490 0.218
N2 0.676 -1.591 0.552
O1 0.760 -2.688 0.078
S1 -0.659 1.574 -0.275
H1 1.634 1.428 0.565
H2 -2.619 0.694 -0.863

Computed properties:
- HOMO-LUMO gap (spin up / spin down) (eV) = 7.84 / 7.84
- HOMO level (spin up / spin down) (eV) = -8.81 / -8.81

=====

--- b ---
Molecular formula: C2H2N2OS
Method: DFT, wB97M-V/def2-TZVPD

Geometry (Å):
S1 0.877 0.059 2.008
C1 0.341 0.217 0.290
C2 -0.382 -0.568 -0.537
N1 -0.605 0.215 -1.650
N2 -0.034 1.317 -1.557
O1 0.590 1.375 -0.254
H1 -0.056 -1.011 2.193
H2 -0.731 -1.605 -0.492

Computed properties:
- HOMO-LUMO gap (eV) = 10.01
- HOMO level (eV) = -9.65
- SMILES string = Sc1cnno1

=====

The structure with the greatest stability is b.

=====

--- a ---
Molecular formula: C3H4N2O
Method: DFT, wB97M-V/def2-TZVPD

Geometry (Å):
C1 1.437 0.880 0.130
N1 0.886 -0.470 -0.053
N2 -0.057 -0.687 0.765
C2 -1.029 -1.193 -0.065
C3 -2.073 -0.414 -0.258
O1 -3.043 0.240 -0.302
H1 1.967 0.953 1.083
H2 2.132 1.098 -0.682
H3 0.630 1.623 0.112
H4 -0.851 -2.030 -0.730

Computed properties:
- HOMO-LUMO gap (spin up / spin down) (eV) = 7.98 / 7.98
- HOMO level (spin up / spin down) (eV) = -8.56 / -8.56
- SMILES string = C/N=N/C=C=O

=====

--- b ---
Molecular formula: C3H4N2O
Method: DFT, wB97M-V/def2-TZVPD

Geometry (Å):
O1 2.218 -0.409 -0.019
C1 0.895 -0.134 -0.006
C2 -0.131 -1.030 0.122
N1 -1.270 -0.243 0.070
C3 -0.874 1.040 -0.082
N2 0.437 1.143 -0.132
H1 2.663 0.437 -0.170
H2 -0.156 -2.101 0.235
H3 -2.219 -0.572 0.130
H4 -1.572 1.863 -0.154

Computed properties:
- HOMO-LUMO gap (eV) = 9.21
- HOMO level (eV) = -8.28
- SMILES string = Oc1c[nH]cn1

=====

--- c ---
Molecular formula: C3H4N2O
Method: DFT, wB97M-V/def2-TZVPD

Geometry (Å):
N1 1.390 -0.203 -0.075
C1 0.074 0.150 -0.160
C2 -0.868 -0.930 -0.540
O1 -0.576 -2.098 -0.404
C3 -0.475 1.385 0.325
N2 -1.015 0.624 1.161
H1 1.578 -1.197 -0.066
H2 2.056 0.395 0.388
H3 -1.854 -0.586 -0.892
H4 -0.311 2.459 0.263

Computed properties:
- HOMO-LUMO gap (eV) = 9.48
- HOMO level (eV) = -8.87
- SMILES string = N[C@]1(C=O)C=N1

=====

--- d ---
Molecular formula: C3H4N2O
Method: DFT, wB97M-V/def2-TZVPD

Geometry (Å):
O1 0.035 1.780 1.037
C1 -0.037 0.756 0.112
C2 0.512 -0.609 0.377
C3 -0.216 -1.412 -0.401
N1 -1.284 -0.686 -1.025
N2 -1.292 0.504 -0.637
H1 -0.402 1.538 1.862
H2 0.464 1.140 -0.790
H3 1.352 -0.854 1.014
H4 -0.114 -2.466 -0.625

Computed properties:
- HOMO-LUMO gap (eV) = 9.44
- HOMO level (eV) = -9.50
- SMILES string = O[C@H]1C=CN=N1

=====

The structure with the greatest stability is b.

=====

--- a ---
Molecular formula: C3H4N2O
Method: DFT, wB97M-V/def2-TZVPD

Geometry (Å):
C1 1.071 0.382 -0.376
N1 0.161 0.234 -1.244
C2 -0.938 -0.415 -0.676
N2 -0.755 -0.489 0.780
O1 -0.501 0.911 1.198
C3 0.592 -0.035 0.988
H1 1.848 1.014 -0.584
H2 -1.796 0.082 -1.001
H3 -0.802 -1.419 -1.033
H4 1.120 -0.265 1.948

Computed properties:
- HOMO-LUMO gap (eV) = 10.38
- HOMO level (eV) = -9.63
- SMILES string = C1=NCN2O[C@H]12

=====

--- b ---
Molecular formula: C3H4N2O
Method: DFT, wB97M-V/def2-TZVPD

Geometry (Å):
C1 -0.876 -0.184 1.053
C2 -0.041 -1.174 0.817
O1 0.579 -2.142 0.617
H1 -1.923 -0.428 1.068
H2 -0.529 0.781 1.392
N1 -1.131 1.182 -1.615
C3 -0.199 0.772 -1.060
N2 1.025 0.317 -0.673
H3 1.513 -0.104 -1.448
H4 1.581 0.980 -0.151

Computed properties:
- HOMO-LUMO gap (eV) = 9.33
- HOMO level (eV) = -8.91
- SMILES string = C=C=O.N#CN

=====

--- c ---
Molecular formula: C3H4N2O
Method: DFT, wB97M-V/def2-TZVPD

Geometry (Å):
N1 -2.041 -0.318 -0.082
C1 -0.766 -0.744 0.014
N2 0.164 -1.448 0.104
O1 1.325 -1.814 0.184
H1 -2.382 0.197 0.719
H2 -2.296 0.098 -0.967
C2 2.006 0.711 0.047
C3 0.967 1.315 -0.040
H3 2.935 0.194 0.123
H4 0.101 1.933 -0.119

Computed properties:
- HOMO-LUMO gap (eV) = 9.21
- HOMO level (eV) = -8.77
- SMILES string = NC#[N+][O-].C#C

=====

The structure with the greatest stability is b.